1.
Entry from OMol25: a 8-piece molecular cluster, C25H38BIO26S overall in a non-equilibrium geometry (ωB97M-V/def2-TZVPD).

Each line ends with the Löwdin charge.
Element x y z (Å)
I: 0.68011 -1.14087 -0.22486  0.89
S: -2.36811 1.59773 1.86938  1.06
O: 5.69430 -4.62349 -3.38270  0.12
O: -3.99449 -1.56196 5.64622  0.11
O: -1.07083 4.51612 -7.18074  0.07
O: 6.11172 3.87512 0.13757  0.07
O: 3.66532 -3.58970 0.84199  0.04
O: -5.07594 3.14333 3.65157  0.04
O: -0.43299 3.24245 -5.43569  0.02
O: -6.37435 4.85220 4.33580  0.07
O: 7.04727 -6.29152 -4.16943  0.07
O: 5.43239 6.01000 -0.32348  0.13
O: 3.74456 -0.62633 -3.09307  0.12
O: -2.33987 1.36136 3.42991  -0.44
O: -6.25706 -1.22706 5.62605  0.06
O: 3.62966 1.49560 -3.93923  0.03
O: 4.58424 4.22761 -1.48010  0.06
O: -6.26245 -2.04273 2.07864  0.03
O: -7.25331 2.74323 4.22863  0.12
O: 5.11441 -6.82346 -3.14211  0.07
O: 4.79745 -4.78818 2.42816  0.12
O: 1.75544 0.50025 -3.18368  0.00
O: -4.92956 0.23427 6.71075  0.07
O: -0.92708 0.95567 1.14877  -0.45
O: -3.73337 0.79286 1.17206  -0.39
O: -5.63069 -0.85100 -0.16963  0.02
O: 0.73534 5.14705 -5.92716  0.14
O: 5.81246 -4.16412 0.47570  0.06
C: 4.09081 -2.89041 -0.31253  -0.17
C: -7.10362 -0.36776 6.36568  -0.13
C: -5.04806 5.34050 4.26776  -0.13
C: -6.31712 3.51162 4.08434  -0.51
C: -0.93137 -0.51448 1.18697  -0.72
C: 4.97715 2.87089 -1.56888  -0.14
C: -1.81271 3.31336 -7.25211  -0.14
C: 5.38075 4.81022 -0.53691  -0.51
C: 5.93074 -5.80828 -3.55015  -0.50
C: -4.35603 4.33641 3.40411  -0.14
C: 3.09997 0.36869 -3.37963  -0.53
C: -1.49565 -2.31544 3.21111  -0.12
C: 2.54167 2.31549 -4.32157  -0.13
C: 7.05880 -7.69132 -3.96321  -0.14
C: 5.30975 -3.64199 -0.73953  -0.14
C: -6.22514 0.80233 6.66923  -0.13
C: -0.17586 4.37046 -6.16022  -0.51
C: 1.43517 1.85696 -3.42804  -0.13
C: 5.62093 -8.01408 -3.71553  -0.14
C: 4.76145 -4.22962 1.34447  -0.52
C: -4.45691 0.00759 2.18364  -0.14
C: -4.97374 -0.90888 5.96595  -0.51
C: 5.60719 2.60811 -0.23961  -0.13
C: -0.47715 -1.14663 2.65406  -0.28
C: -1.68429 2.74811 -5.87480  -0.13
B: -5.49862 -0.98715 1.32362  -0.32
H: 5.07394 -4.47405 -1.41136  0.11
H: -2.46508 3.11212 -5.19882  0.14
H: -3.79479 -0.71739 2.82012  0.11
H: -6.47311 1.27240 7.62484  0.14
H: 2.32306 2.14203 -5.38055  0.14
H: 4.87981 2.27950 0.51021  0.14
H: 5.07341 -8.22149 -4.64089  0.14
H: 6.04985 -2.99610 -1.21988  0.14
H: 6.41328 1.87170 -0.29947  0.14
H: -2.01149 -2.87608 2.29637  0.09
H: -7.43330 -0.88898 7.27063  0.14
H: 5.68574 2.76156 -2.39654  0.14
H: -5.12816 0.73965 2.84579  0.14
H: -3.30209 4.21524 3.66899  0.13
H: -1.69209 1.65469 -5.87101  0.14
H: -1.90133 -1.02197 0.77370  0.09
H: 1.41857 2.39365 -2.47370  0.14
H: -4.75837 -1.20271 -0.56820  0.12
H: -2.32531 -1.87973 3.94712  0.06
H: -4.42984 4.57929 2.33891  0.14
H: -1.36454 2.66594 -8.01323  0.14
H: -0.30473 -0.27306 3.42740  0.12
H: 0.58703 -1.67210 2.53258  0.07
H: -2.85253 3.51449 -7.52409  0.14
H: 4.31356 -1.85449 -0.03627  0.13
H: -0.89306 -3.10980 3.83900  0.09
H: 7.69270 -7.91635 -3.09901  0.14
H: 0.45374 1.94426 -3.90219  0.12
H: 4.11216 2.22814 -1.75409  0.12
H: -5.02623 6.34532 3.83703  0.14
H: -7.98156 -0.08738 5.77722  0.14
H: 5.49539 -8.85777 -3.03138  0.14
H: 3.30985 -2.89424 -1.07786  0.11
H: -6.25295 1.56188 5.88094  0.10
H: -4.63259 5.37816 5.28032  0.14
H: -5.51067 -2.58835 2.49689  0.12
H: 2.78261 3.37221 -4.17685  0.14
H: 7.45648 -8.20939 -4.84020  0.14

## Properties
lowest unoccupied orbital energy: -0.10 eV
HOMO-LUMO gap: 9.4 eV
calculated total energy: -3652.3714 hartree
spin multiplicity: 1

---

2.
Entry from OMol25: a 2-piece molecular cluster, C21H27 overall in a non-equilibrium geometry (ωB97M-V/def2-TZVPD).

Each line ends with the Löwdin charge.
Element x y z (Å)
C: 2.03537 -2.41642 0.71438  -0.06
C: 0.81753 3.21287 0.63526  -0.15
C: -2.88022 1.48633 -0.83550  -0.02
C: 1.99328 1.61717 -0.93169  -0.02
C: -1.19088 -2.48568 0.90328  -0.14
C: 0.76868 2.32825 -0.40930  -0.20
C: 1.88853 -3.72688 -1.30772  -0.04
C: 3.43379 -2.35864 0.57791  -0.09
C: 1.24258 -3.05521 -0.26146  -0.17
C: -0.46175 1.93766 -0.95259  0.12
C: -1.16373 -3.37351 -1.36217  -0.05
C: -0.46162 3.72786 1.24487  -0.04
C: -0.25852 -2.70031 -0.35453  -0.26
C: 4.05187 -2.94239 -0.53321  -0.10
C: 2.12263 3.62309 1.23156  -0.01
C: -2.64719 -2.54300 0.35621  -0.18
C: 3.27991 -3.65674 -1.45332  -0.07
C: -1.67982 2.26179 -0.35632  -0.21
C: -2.46176 -3.25409 -0.97905  -0.09
C: -3.03551 3.43902 1.35008  -0.01
C: -1.73245 3.13016 0.69642  -0.15
H: -0.19371 -1.70323 -0.76887  0.12
H: -0.72508 -3.75371 -2.29217  0.10
H: -3.66061 2.05375 -1.36320  0.10
H: -0.44705 1.12991 -1.68643  0.14
H: -3.31592 -3.55800 -1.58866  0.10
H: -2.99777 -1.49347 0.18546  0.09
H: -2.91341 4.16199 2.16039  0.09
H: -2.55499 0.69487 -1.52109  0.09
H: -0.42420 3.49174 2.33598  0.18
H: 2.79772 4.07029 0.48087  0.11
H: 2.78383 2.25033 -1.36714  0.10
H: -3.38770 -3.01693 1.05274  0.12
H: 3.76369 -4.12290 -2.30311  0.10
H: 1.54697 -1.92756 1.57586  0.11
H: -0.95856 -1.51504 1.37192  0.10
H: 1.29375 -4.27955 -2.04102  0.10
H: 5.13382 -2.83005 -0.65973  0.11
H: 1.97386 4.34458 2.04560  0.09
H: 2.64433 2.74406 1.65962  0.11
H: -1.07573 -3.29189 1.65135  0.12
H: -3.76652 3.83829 0.62874  0.11
H: -3.47797 2.52424 1.78929  0.11
H: -3.34973 0.98418 0.01906  0.08
H: 4.03008 -1.81967 1.32778  0.10
H: 2.44586 1.01356 -0.12540  0.10
H: 1.67837 0.91745 -1.71810  0.09
H: -0.50405 4.84144 1.17713  0.18

## Properties
total charge: +1
lowest unoccupied orbital energy: -5.54 eV
HOMO-LUMO gap: 5.4 eV
calculated total energy: -816.0907 hartree
spin multiplicity: 1

---

3.
Entry from OMol25: C17H23EuF9NOP as an isolated structure in a non-equilibrium geometry (ωB97M-V/def2-TZVPD).

Each line ends with the Löwdin charge.
Element x y z (Å)
Eu: 0.19499 0.09741 -0.12969  1.45
P: -1.81931 -1.67118 0.64193  0.73
F: 1.93282 2.74448 2.43813  0.15
F: -2.01789 3.69458 -0.06464  0.13
F: -2.19071 2.66903 2.33173  0.14
F: 2.09999 3.58056 0.44454  0.14
F: -1.02979 4.35895 3.16447  0.16
F: 1.41444 4.86575 2.09968  0.16
F: -0.06322 4.07607 -0.92943  0.14
F: -0.38950 2.27294 3.47622  0.14
F: -0.81816 5.40002 0.66646  0.18
O: 0.00251 1.98871 0.66877  -0.44
N: 0.41792 -0.30054 -2.37685  -0.47
C: -0.76643 4.13891 0.23395  -0.53
C: -0.12818 3.23980 1.29391  -0.25
C: -2.54501 -2.89350 -0.44457  -0.29
C: 0.62971 -2.91278 0.96722  -0.33
C: 2.27099 -2.09800 -0.67961  -0.30
C: 2.80500 -0.95616 -1.53379  -0.14
C: -0.94243 3.13981 2.59187  -0.51
C: -0.29223 -1.54382 -2.70950  -0.09
C: -0.21805 0.87789 -2.98983  -0.11
C: 2.85862 -3.38945 -0.70670  -0.06
C: 1.33966 3.62203 1.57882  -0.49
C: -3.09576 -0.92094 1.65046  -0.29
C: 1.25389 -1.95636 0.22563  -0.29
C: 2.32339 -4.37834 0.09271  -0.10
C: 1.87519 -0.35717 -2.62622  -0.18
C: -0.66803 -2.62588 1.73840  -0.32
C: 1.23030 -4.19348 0.92892  -0.04
H: -1.17417 -3.53532 2.03217  0.07
H: 2.78561 -5.37136 0.06988  0.10
H: -0.45692 -1.99309 2.62682  0.07
H: 0.79837 -4.95658 1.52374  0.09
H: -3.11063 -3.55432 0.20403  0.04
H: -3.69331 -0.25532 1.01213  0.04
H: -2.64412 -0.32981 2.45580  0.04
H: 3.67850 -1.30265 -2.06400  0.11
H: 0.39529 1.77187 -2.79995  0.09
H: 1.93713 -0.95338 -3.54819  0.12
H: -1.35805 -1.48537 -2.42891  0.07
H: 3.68880 -3.53629 -1.35837  0.09
H: -0.12831 0.16830 1.83267  -0.06
H: -3.69556 -1.74420 2.03268  0.04
H: -0.24595 0.66557 -4.07018  0.10
H: -1.11607 1.56860 -0.13327  0.10
H: 3.12561 -0.11999 -0.87454  0.11
H: 0.18594 -2.39992 -2.22067  0.09
H: -0.20587 -1.63968 -3.80029  0.09
H: -3.19269 -2.37934 -1.16680  0.04
H: -1.76093 -3.43177 -0.98531  0.04
H: -1.24559 1.04621 -2.62106  0.08
H: 2.18704 0.67375 -2.82994  0.12

## Properties
lowest unoccupied orbital energy (spin up / spin down): 0.29 / -0.17 eV
HOMO-LUMO gap (spin up / spin down): 7.0 / 6.8 eV
calculated total energy: -2741.8067 hartree
spin multiplicity: 8